No. 1
{"formula": "C25H29ClF2NO4P", "method": "wB97M-V/def2-TZVPD", "e_homo_ev": -8.9, "smiles": "CCCOC[PH](Cl)(CC(=O)OC(C)=O)c1ccccn1.Fc1ccccc1.Fc1ccccc1", "homo_lumo_gap_ev": 9.148, "max_force_ev_per_a": 1.93, "total_charge": 0, "lumo_ev": 0.2771, "species": ["C", "C", "C", "O", "C", "P", "Cl", "C", "C", "O", "O", "C", "C", "O", "C", "C", "C", "C", "C", "N", "H", "H", "H", "H", "H", "H", "H", "H", "H", "H", "H", "H", "H", "H", "H", "H", "H", "H", "H", "F", "C", "C", "C", "C", "C", "C", "H", "H", "H", "H", "H", "F", "C", "C", "C", "C", "C", "C", "H", "H", "H", "H", "H"], "coordinates": [[5.996120, -1.072929, 0.520591], [4.617723, -0.555310, 0.054351], [4.253442, 0.742513, 0.754672], [2.885774, 1.109885, 0.683433], [2.396277, 1.336161, -0.639082], [1.074492, 0.014069, -1.000530], [-0.388459, -1.712864, -1.232748], [-0.374084, 1.085602, -0.613174], [-0.919925, 0.787918, 0.755781], [-0.259566, 0.628225, 1.724804], [-2.294318, 0.734210, 0.779706], [-2.828504, -0.246445, 1.625117], [-3.141475, -1.566306, 1.018561], [-3.046508, 0.014550, 2.754260], [1.528416, -0.161789, -2.774602], [0.535681, -0.075953, -3.735101], [0.797988, -0.227254, -5.078797], [2.133689, -0.468888, -5.391035], [3.078285, -0.515259, -4.368620], [2.812918, -0.378731, -3.073987], [5.949212, -2.141648, 0.698319], [6.723555, -0.937575, -0.274994], [6.360707, -0.534361, 1.390540], [4.713559, -0.346913, -1.007550], [3.863714, -1.322453, 0.196801], [4.877949, 1.575408, 0.417003], [4.460818, 0.612344, 1.816186], [1.979535, 2.343608, -0.623939], [3.213819, 1.344390, -1.356151], [1.669208, -0.785072, -0.023908], [-1.164773, 0.819791, -1.309020], [-0.178905, 2.143821, -0.754137], [-2.250464, -2.173885, 0.918476], [-3.612731, -1.442748, 0.047861], [-3.865694, -2.036565, 1.672126], [-0.478648, 0.102480, -3.410674], [0.027575, -0.186999, -5.828503], [2.434432, -0.608645, -6.417014], [4.114366, -0.678243, -4.639859], [0.643940, -3.954829, 6.446681], [-0.437074, -3.148650, 6.374605], [-0.628066, -2.383624, 5.241774], [-1.742152, -1.558984, 5.169337], [-2.637952, -1.506624, 6.228830], [-2.423482, -2.281944, 7.360170], [-1.316680, -3.115664, 7.437210], [0.087611, -2.434674, 4.431607], [-1.913624, -0.957098, 4.286582], [-3.503261, -0.859909, 6.169573], [-3.119099, -2.238788, 8.187718], [-1.133937, -3.733588, 8.306211], [-1.177728, 2.243808, -4.903979], [-2.244414, 2.499369, -4.117122], [-3.133848, 1.477965, -3.849155], [-4.221017, 1.738875, -3.027314], [-4.406717, 3.007813, -2.496755], [-3.500643, 4.019629, -2.784352], [-2.405125, 3.767536, -3.597595], [-2.973522, 0.496781, -4.277546], [-4.923615, 0.948397, -2.801356], [-5.256907, 3.207539, -1.859055], [-3.645783, 5.009646, -2.374108], [-1.682100, 4.538875, -3.827127]], "forces_ev_per_angstrom": [[-0.276, 0.096, -0.553], [0.809, 0.351, -0.312], [-0.189, -0.205, 0.588], [-0.009, -0.156, -0.276], [0.208, 0.238, 0.693], [1.367, 1.361, 0.062], [-0.430, -0.564, 0.066], [-0.806, -0.394, -0.694], [-0.221, 0.299, -0.135], [0.493, -0.391, 0.642], [0.258, -0.464, -0.874], [-0.051, 0.068, 0.216], [-0.544, 0.147, -0.353], [-0.288, 0.517, 0.859], [-0.119, -0.279, -0.318], [-0.964, 0.253, 0.306], [1.263, -0.209, 0.331], [-0.394, 0.121, 0.014], [0.163, -0.162, -0.465], [-0.518, 0.250, 0.088], [0.103, -0.085, 0.341], [0.197, 0.087, 0.001], [0.021, -0.160, 0.251], [-0.399, -0.245, -0.240], [-0.241, 0.050, 0.113], [0.117, -0.012, -0.201], [-0.130, 0.115, 0.159], [-0.196, 0.076, -0.211], [0.000, -0.219, -0.164], [-0.240, -0.187, -0.010], [0.002, 0.016, -0.202], [0.333, 0.102, 0.246], [0.189, -0.057, -0.098], [0.231, 0.007, -0.250], [0.097, -0.223, 0.184], [-0.100, -0.066, 0.035], [-0.127, 0.096, -0.077], [0.172, -0.025, -0.074], [0.076, -0.049, 0.137], [0.003, -0.006, 0.002], [-0.123, 0.093, -0.022], [0.091, -0.014, -0.116], [0.039, -0.021, 0.041], [-0.046, 0.011, 0.010], [0.022, 0.032, -0.100], [0.010, -0.086, 0.149], [0.009, -0.009, 0.016], [0.076, -0.066, 0.165], [0.001, 0.006, -0.008], [-0.001, -0.019, 0.012], [0.029, 0.003, -0.011], [0.001, 0.029, -0.064], [-0.136, 0.001, 0.139], [0.053, -0.174, -0.041], [0.030, 0.097, 0.027], [-0.034, 0.004, 0.030], [-0.029, -0.104, 0.001], [0.123, 0.130, -0.014], [0.008, 0.010, -0.008], [-0.002, -0.019, -0.016], [0.001, 0.003, 0.007], [0.017, 0.012, 0.006], [0.000, -0.015, -0.031]]}


No. 2
{"formula": "C33H42ClF6N3O8S2V", "method": "wB97M-V/def2-TZVPD", "e_homo_ev": [-4.7, -5.2], "multiplicity": 3, "homo_lumo_gap_ev": [6.268, 6.136], "max_force_ev_per_a": 2.40, "total_charge": -1, "lumo_ev": [1.5398, 0.8989], "relative_energy_kcal_mol": 34.2, "species": ["V", "C", "C", "C", "C", "C", "C", "C", "N", "C", "C", "C", "C", "C", "C", "O", "C", "C", "C", "C", "C", "C", "C", "C", "C", "O", "C", "C", "C", "C", "C", "C", "H", "H", "H", "H", "H", "H", "H", "H", "H", "H", "H", "H", "H", "H", "H", "H", "H", "H", "H", "H", "H", "H", "H", "H", "H", "H", "H", "H", "H", "H", "H", "H", "H", "H", "H", "H", "H", "H", "H", "H", "F", "C", "F", "F", "S", "O", "O", "N", "S", "O", "O", "C", "F", "F", "F", "Cl", "C", "C", "O", "O", "H", "H", "N", "C"], "coordinates": [[0.276423, 0.189687, 0.301711], [2.244691, -5.799013, 4.389916], [3.174429, -4.856629, 3.614190], [4.332020, -4.422648, 4.524178], [3.762597, -5.633288, 2.434982], [2.395860, -3.618854, 3.161568], [2.316882, -3.255658, 1.826593], [1.600217, -2.109939, 1.470443], [1.298250, -1.629982, 0.209538], [1.807240, -2.161257, -0.932940], [3.170451, -2.441725, -1.092940], [3.661730, -2.859652, -2.308910], [2.750304, -3.043637, -3.387645], [1.403085, -2.827876, -3.314705], [0.856063, -2.389719, -2.028792], [-0.354776, -2.246448, -1.802391], [0.552322, -3.079738, -4.574297], [1.070953, -2.184917, -5.711469], [0.710664, -4.553934, -4.976181], [-0.949109, -2.794356, -4.428023], [5.148620, -3.094935, -2.555022], [5.368948, -4.564665, -2.940497], [5.988601, -2.787633, -1.315697], [5.627899, -2.186849, -3.697039], [0.959042, -1.381651, 2.466873], [0.252475, -0.355823, 1.925494], [1.008770, -1.701981, 3.812537], [1.751601, -2.834433, 4.128959], [0.269190, -0.859942, 4.847118], [-1.239014, -0.932015, 4.571583], [0.742139, 0.597086, 4.758930], [0.521700, -1.359979, 6.269714], [2.781715, -6.708421, 4.673490], [1.867716, -5.333054, 5.301219], [1.386517, -6.082630, 3.777437], [4.905963, -5.294092, 4.851723], [5.003991, -3.745435, 3.993199], [3.966963, -3.902963, 5.411139], [4.295631, -6.510805, 2.807900], [2.983684, -5.977572, 1.751707], [4.472299, -5.026902, 1.868116], [2.774543, -3.853832, 1.054125], [3.827284, -2.223859, -0.263235], [3.161333, -3.376859, -4.334375], [2.124931, -2.365552, -5.934865], [0.495044, -2.375036, -6.620462], [0.947527, -1.132274, -5.451447], [1.749473, -4.812263, -5.191422], [0.357831, -5.207083, -4.175376], [0.116448, -4.758880, -5.870500], [-1.153184, -1.758271, -4.162883], [-1.421836, -3.006212, -5.392637], [-1.413957, -3.417218, -3.667714], [5.051004, -5.224798, -2.130533], [4.805178, -4.836163, -3.834632], [6.428353, -4.747719, -3.138356], [5.721087, -3.436027, -0.478202], [7.043789, -2.952275, -1.544182], [5.870748, -1.750953, -0.995583], [5.112742, -2.404500, -4.633806], [5.452138, -1.137107, -3.451659], [6.699484, -2.325580, -3.861627], [1.835069, -3.123407, 5.166342], [-1.480560, -0.570064, 3.572285], [-1.596148, -1.960680, 4.658550], [-1.778915, -0.315967, 5.295768], [0.522707, 1.037650, 3.786351], [0.237987, 1.192749, 5.524806], [1.819834, 0.662977, 4.921656], [0.166952, -2.383341, 6.410470], [1.582718, -1.322289, 6.526184], [-0.016799, -0.721155, 6.972878], [-4.313364, 1.379549, 0.886443], [-4.385709, 0.693761, -0.252388], [-5.128760, 1.377833, -1.116237], [-4.968450, -0.478574, -0.006767], [-2.712983, 0.415513, -0.942464], [-2.013687, -0.282143, 0.137870], [-2.907919, -0.231050, -2.191874], [-2.274011, 1.937565, -1.100108], [-1.238615, 2.701251, -0.210221], [-0.230080, 3.394746, -0.940411], [-0.785994, 1.906360, 0.965347], [-2.258661, 4.043041, 0.564913], [-2.717674, 3.664044, 1.752894], [-3.287459, 4.348165, -0.217211], [-1.501381, 5.122693, 0.725376], [2.797505, 2.418317, -2.394609], [2.081769, 0.907365, -3.016311], [0.615534, 0.820330, -2.703687], [-0.235496, 0.940022, -3.534044], [0.321152, 0.563967, -1.415292], [2.625468, 0.071606, -2.588756], [2.174818, 0.924565, -4.096761], [3.169018, 1.156066, 1.078072], [2.112489, 0.883941, 0.699946]], "forces_ev_per_angstrom": [[0.075, -0.972, 0.261], [-0.007, -0.026, 0.001], [0.012, 0.028, -0.016], [0.003, 0.011, 0.007], [-0.010, -0.003, -0.002], [0.027, 0.002, -0.064], [0.037, -0.044, 0.025], [0.037, -0.056, -0.508], [-0.625, -0.015, 0.281], [0.320, 0.066, -0.122], [-0.112, 0.088, -0.018], [-0.036, -0.037, -0.085], [0.042, -0.020, 0.021], [0.013, 0.038, -0.023], [-0.118, -0.031, -0.067], [0.008, 0.008, -0.037], [-0.006, 0.083, 0.120], [0.036, -0.006, -0.001], [-0.014, -0.024, -0.008], [0.038, 0.004, 0.027], [-0.047, 0.010, 0.021], [-0.007, -0.015, -0.005], [0.020, -0.008, 0.011], [-0.007, 0.024, -0.004], [-0.268, 0.532, -0.500], [-0.244, -0.814, 2.239], [0.030, -0.122, 0.280], [-0.010, 0.077, 0.019], [0.022, -0.019, -0.024], [-0.050, 0.020, -0.052], [0.009, 0.086, -0.031], [0.007, 0.000, 0.010], [-0.005, 0.009, 0.012], [-0.006, 0.001, -0.016], [0.008, -0.003, 0.002], [-0.006, 0.004, 0.002], [-0.004, -0.008, 0.003], [0.004, -0.002, -0.005], [0.002, 0.007, -0.003], [0.005, -0.003, 0.006], [-0.006, -0.002, 0.006], [0.015, -0.007, -0.001], [0.004, -0.009, 0.025], [0.011, 0.013, 0.029], [-0.028, 0.007, 0.009], [0.003, -0.003, -0.004], [-0.004, 0.024, 0.006], [-0.016, 0.001, 0.000], [0.003, -0.001, -0.009], [0.009, -0.003, 0.003], [0.028, 0.013, 0.014], [0.005, 0.013, 0.015], [0.006, -0.021, 0.001], [0.007, 0.006, -0.007], [0.013, 0.008, 0.004], [-0.005, 0.000, -0.001], [0.002, 0.010, -0.011], [-0.002, -0.008, 0.011], [0.008, -0.004, -0.009], [0.002, 0.002, 0.010], [0.013, -0.012, 0.000], [-0.009, -0.004, -0.006], [0.001, -0.017, 0.018], [0.011, -0.003, 0.029], [-0.005, 0.001, 0.007], [0.003, -0.016, 0.008], [0.016, -0.036, 0.064], [0.013, 0.003, 0.003], [-0.003, 0.004, 0.012], [-0.003, 0.002, -0.006], [-0.003, 0.004, 0.004], [0.003, -0.002, -0.005], [-0.020, 0.065, 0.104], [0.021, -0.240, 0.021], [-0.124, 0.013, -0.028], [-0.150, -0.057, 0.016], [0.326, 0.409, 0.417], [0.042, 0.205, -0.689], [-0.019, 0.114, 0.114], [0.247, -0.139, 0.067], [-0.197, -0.385, 0.216], [-0.243, 0.005, -0.049], [0.192, 0.473, -0.979], [0.048, -0.122, 0.093], [-0.082, -0.013, 0.048], [-0.048, 0.101, -0.033], [-0.016, 0.079, 0.051], [-0.071, -0.085, 0.003], [0.262, 0.138, -0.211], [-0.434, -0.157, 0.609], [-0.033, 0.045, -0.202], [0.326, 0.344, -1.636], [0.071, -0.102, 0.117], [0.092, -0.066, -0.016], [0.104, 0.018, -0.062], [0.433, 0.523, 0.052]]}